(1)
Below is a 16-piece molecular cluster, C33H16Cl60F5N4O3 overall, with properties calculated with ωB97M-V with the def2-TZVPD basis set.

Structure (XYZ):
```
121
Properties=species:S:1:pos:R:3:mulliken_charge:R:1
C -2.2632 1.7732 4.5976 -0.6364
N -1.8519 0.7152 3.6526 -0.3030
C -2.6985 -0.4460 3.6241 -0.7686
C -3.5025 -0.5401 2.3371 0.8444
C -3.5088 0.4916 1.4026 -0.1371
C -4.3028 0.3628 0.2726 -0.3247
C -4.3138 1.4820 -0.7260 -0.8186
C -2.8646 1.8010 -1.1573 -0.0613
O -2.3412 2.8339 -0.8540 -0.5446
C -2.2292 0.7641 -2.0279 0.7097
C -1.9836 1.0935 -3.3596 -1.1881
C -1.4457 0.1492 -4.2204 -0.8097
C -1.1548 -1.1298 -3.7674 -0.3457
C -1.3641 -1.4463 -2.4343 -0.3709
C -1.9000 -0.5077 -1.5696 0.0217
C -5.0533 -0.8465 0.1697 0.2470
C -6.0172 -1.0780 -0.9961 0.9835
F -6.7964 -2.1329 -0.6937 -0.2962
F -6.8208 0.0018 -1.1317 -0.2880
C -5.3059 -1.4047 -2.3366 0.2446
F -4.2809 -2.2381 -2.0419 -0.0004
F -6.1698 -2.0795 -3.1090 -0.3042
N -4.9973 -1.8197 1.0339 -1.0247
N -4.2206 -1.6355 2.1003 1.2525
C -4.2515 -2.7768 3.0593 -0.2421
O -5.0514 -2.7839 3.9223 -0.3451
N -3.2489 -3.7424 2.8247 -0.0774
C -3.5875 -4.7705 1.8803 0.5447
O -3.1657 -4.8125 0.7801 -0.3319
F -4.3921 -5.6762 2.4227 -0.2011
H -1.4884 1.9493 5.3406 0.2666
H -2.4526 2.7068 4.0678 0.2785
H -3.1806 1.5045 5.1238 0.1117
H -0.8992 0.4359 3.8171 0.3020
H -2.0968 -1.3560 3.7283 0.5768
H -3.4164 -0.4683 4.4513 -0.0810
H -2.9094 1.3749 1.5808 0.5892
H -4.7367 2.3744 -0.2656 0.1271
H -4.8374 1.2305 -1.6435 0.5222
H -2.2197 2.0847 -3.7252 0.6407
H -1.2799 0.4005 -5.2586 0.6055
H -0.7669 -1.8709 -4.4525 0.2731
H -1.1123 -2.4378 -2.0845 0.4163
H -2.0730 -0.8011 -0.5424 0.5717
H -4.9462 -0.5235 -2.8689 0.1169
H -2.4605 -3.2775 2.3779 0.3604
C 1.9586 3.1061 -5.3401 0.2985
Cl 1.8301 4.8638 -5.4092 -0.1054
Cl 3.4565 2.6443 -4.5356 -0.0377
Cl 0.5928 2.4407 -4.4242 -0.0561
Cl 1.9317 2.4441 -6.9763 -0.1080
C -3.5849 -5.8953 -3.2656 0.1940
Cl -4.5642 -6.2950 -4.6762 -0.0913
Cl -4.5544 -4.9782 -2.1119 -0.0415
Cl -2.9952 -7.3786 -2.5126 -0.1089
Cl -2.2043 -4.9071 -3.7738 -0.0018
C -5.4007 -0.2416 7.6404 0.2885
Cl -5.5941 1.4682 7.2389 -0.1087
Cl -3.9992 -0.4459 8.6908 -0.0990
Cl -6.8487 -0.8434 8.4223 -0.0627
Cl -5.1450 -1.1606 6.1361 -0.0264
C -0.4693 4.5365 7.6173 0.2523
Cl -1.3853 5.5643 6.5082 -0.0622
Cl 1.1924 4.3865 7.0479 -0.0990
Cl -0.4951 5.2356 9.2311 -0.0033
Cl -1.2232 2.9318 7.6470 -0.0881
C -4.0385 8.7002 4.3567 0.3046
Cl -5.0159 8.0056 3.0637 -0.0564
Cl -5.0519 9.6971 5.3991 -0.0924
Cl -3.3246 7.3875 5.3097 -0.0567
Cl -2.7486 9.6834 3.6627 -0.0991
C 6.8432 3.3942 -1.6670 0.3183
Cl 5.4561 4.2055 -2.4023 -0.0780
Cl 8.0800 3.1284 -2.8924 -0.0298
Cl 7.4916 4.3849 -0.3590 -0.1009
Cl 6.3217 1.8318 -1.0207 -0.1098
C 1.6605 -4.7875 -4.6038 0.2558
Cl 3.4077 -4.9400 -4.7278 -0.0116
Cl 1.0532 -3.8261 -5.9592 -0.1041
Cl 0.9017 -6.3773 -4.6353 -0.0719
Cl 1.2575 -3.9698 -3.0814 -0.0870
C 7.4000 -4.7712 -3.4700 0.2267
Cl 9.0378 -4.5630 -2.8600 0.0548
Cl 6.2849 -4.9475 -2.1090 -0.1015
Cl 6.9408 -3.3624 -4.4325 -0.0559
Cl 7.3176 -6.2184 -4.4822 -0.1023
C -4.1405 6.7387 -0.9399 0.3299
Cl -3.0488 7.8471 -0.1123 -0.0622
Cl -5.4613 7.6447 -1.6753 -0.0882
Cl -3.2566 5.8574 -2.1883 -0.0767
Cl -4.8068 5.5844 0.2307 -0.1155
C 9.6000 1.0171 -6.2903 0.2544
Cl 9.9895 -0.2649 -7.4441 -0.0336
Cl 9.7795 0.4010 -4.6479 -0.0122
Cl 10.6985 2.3767 -6.5303 -0.1001
Cl 7.9349 1.5517 -6.5465 -0.0807
C 12.8520 -1.7299 -2.5771 0.2713
Cl 12.8154 -0.9183 -4.1422 -0.0524
Cl 14.4819 -2.3154 -2.2433 -0.1042
Cl 12.3637 -0.5890 -1.3179 -0.0992
Cl 11.7266 -3.0929 -2.5994 -0.0181
C -2.2179 7.2926 12.5907 0.3635
Cl -3.0970 6.7983 11.1389 -0.0838
Cl -2.4736 9.0123 12.8780 -0.0868
Cl -2.7985 6.3660 13.9743 -0.0893
Cl -0.4911 6.9838 12.3579 -0.1068
C 10.5333 -7.6224 -0.7146 0.3236
Cl 12.1178 -7.0102 -1.1963 -0.0830
Cl 9.5212 -7.8150 -2.1469 -0.0532
Cl 10.7208 -9.1781 0.0962 -0.1036
Cl 9.7705 -6.4707 0.3894 -0.0973
C 9.6994 -2.2431 -11.6679 0.3166
Cl 10.9410 -3.4791 -11.8767 -0.0950
Cl 9.7216 -1.6568 -9.9971 -0.0620
Cl 10.0160 -0.8952 -12.7608 -0.0944
Cl 8.1133 -2.9324 -12.0230 -0.1033
C -10.2881 -2.0648 5.6870 0.2641
Cl -8.5520 -1.7141 5.6759 0.0270
Cl -10.8641 -2.2392 4.0273 -0.1050
Cl -10.5719 -3.5622 6.5731 -0.0905
Cl -11.1421 -0.7376 6.4742 -0.0956
```

## Properties
Molar mass = 2738.7 g mol⁻¹
E_HOMO = -12.060 eV
2S+1 = 1
Net charge = +1
HOMO-LUMO gap = 7.1 eV
Electronic energy = -811503.381 eV



(2)
Below is a 2-piece molecular cluster, C8H11N overall, with properties calculated with ωB97M-V with the def2-TZVPD basis set.

Structure (XYZ):
```
20
Properties=species:S:1:pos:R:3:nbo_charge:R:1
C -2.3506 -0.6569 -1.6989 -0.6745
C -1.0455 -0.8435 -1.0530 0.0362
C 0.0353 -1.4272 -0.9923 -0.0047
C 1.3431 -1.6800 -0.4897 -0.5329
C 1.6316 -0.9912 0.8832 0.2656
N 2.3920 -1.0728 1.7584 -0.3447
H -2.5512 -1.4787 -2.3877 0.2455
H -3.1479 -0.6321 -0.9501 0.2279
H -2.3775 0.2848 -2.2545 0.2299
H 1.5138 -2.7451 -0.3183 0.2668
H 2.1231 -1.3004 -1.1519 0.2604
C -0.9044 0.7584 0.4985 -0.3889
C 0.2427 0.8406 1.2572 -0.2168
C 1.2481 1.9349 1.0228 -0.6472
H -1.0449 1.4905 -0.2868 0.1997
H -1.7984 0.3675 0.9644 0.2099
H 0.1736 0.4932 2.2805 0.2158
H 1.3532 2.1642 -0.0398 0.2064
H 2.2251 1.6484 1.4126 0.2276
H 0.9386 2.8456 1.5455 0.2177
```

## Properties
Energy relative to the best compared isomer or geometry (same formula, charge and spin) = 333.7 kJ/mol
Molar mass = 121.2 g mol⁻¹
E_HOMO = -8.214 eV
2S+1 = 1
HOMO-LUMO gap = 8.7 eV
Electronic energy = -9959.666 eV



(3)
Below is one molecule with the formula C16H16ClN3O2, with properties calculated with ωB97M-V with the def2-TZVPD basis set.

Structure (XYZ):
```
38
Properties=species:S:1:pos:R:3:nbo_charge:R:1
C 3.9201 -3.6346 4.1947 -0.2570
O 2.9964 -2.9472 3.3675 -0.5133
C 1.8464 -2.5761 3.9605 0.7521
O 1.6094 -2.7939 5.1260 -0.5922
C 0.9237 -1.8792 3.0563 -0.3200
C 1.1612 -1.7166 1.7486 -0.1128
C 0.3041 -1.0616 0.7859 -0.2750
C -0.5286 0.0513 1.0392 0.3452
C -0.5866 0.7439 2.3603 -0.6603
N -1.2790 0.5889 0.0957 -0.5475
C -1.2446 0.0649 -1.1297 0.5853
N -2.0530 0.5558 -2.0774 -0.5594
C -2.8399 1.7588 -1.9148 -0.2630
C -2.1233 2.9623 -2.4766 0.0505
C -0.9957 3.4517 -1.8279 -0.2435
C -0.3039 4.5309 -2.3460 -0.1903
C -0.7334 5.1334 -3.5172 -0.2174
C -1.8552 4.6512 -4.1684 -0.2041
C -2.5447 3.5669 -3.6521 -0.2449
N -0.4531 -0.9565 -1.4919 -0.5180
C 0.2902 -1.4840 -0.5544 0.2867
Cl 1.2702 -2.8013 -1.0680 0.0317
H 3.4883 -4.5734 4.5486 0.1920
H 4.1835 -3.0236 5.0609 0.1936
H 4.7958 -3.8254 3.5797 0.1937
H 0.0155 -1.5501 3.5351 0.2211
H 2.0656 -2.1480 1.3389 0.2374
H -1.3202 0.2589 3.0022 0.2335
H 0.3793 0.7226 2.8575 0.2324
H -0.9087 1.7704 2.2041 0.2374
H -1.8979 0.2025 -3.0094 0.4095
H -3.0029 1.8825 -0.8423 0.2435
H -3.8000 1.6161 -2.4181 0.2036
H -0.6682 2.9777 -0.9145 0.2223
H 0.5708 4.9055 -1.8351 0.2122
H -0.1947 5.9779 -3.9208 0.2138
H -2.1936 5.1180 -5.0817 0.2135
H -3.4200 3.1925 -4.1641 0.2078
```

## Properties
Energy relative to the best compared isomer or geometry (same formula, charge and spin) = 91.5 kJ/mol
Molar mass = 317.8 g mol⁻¹
E_HOMO = -8.428 eV
2S+1 = 1
HOMO-LUMO gap = 8.6 eV
Electronic energy = -37940.101 eV